A molecular structure, C74H168B5F20N11O11 at a distorted geometry. Source: the OMol25 dataset; level of theory: wB97M-V/def2-TZVPD.

Positions of all 289 atoms, in Å:
C  1.349452  -5.316696  6.820193
C  1.709099  -6.600570  6.062648
C  0.657744  -6.852709  4.989769
O  1.063329  -7.962245  4.339102
C  0.013748  -8.720711  3.835886
N  3.059972  -6.390752  5.389770
H  3.303886  -7.204051  4.834174
H  2.936585  -5.573503  4.825655
H  3.753977  -6.161817  6.076656
H  1.388732  -4.485850  6.114248
H  1.932328  -5.088860  7.748301
H  0.293584  -5.510034  7.105247
H  1.818216  -7.452272  6.737882
H  0.582372  -5.879520  4.403425
H  -0.360158  -6.947127  5.423026
H  -0.285884  -8.343761  2.843298
H  -0.878301  -8.695192  4.470887
H  0.358480  -9.771989  3.626554
C  8.855106  5.601538  -2.175387
C  9.233873  6.114521  -3.573842
C  8.439458  7.213456  -4.206152
O  9.083671  7.477397  -5.399541
C  8.271298  7.909799  -6.542691
N  10.584469  6.598328  -3.543650
H  10.798256  7.018658  -4.454317
H  10.545182  7.387418  -2.898562
H  11.229012  5.892830  -3.154698
H  9.601936  4.897332  -1.893141
H  7.924799  5.054347  -2.267403
H  8.784737  6.425478  -1.408673
H  9.142130  5.212573  -4.250015
H  8.410899  8.140039  -3.523317
H  7.455467  6.882438  -4.428168
H  7.819654  7.095419  -7.112182
H  8.942772  8.495303  -7.184700
H  7.517811  8.639998  -6.267897
C  2.046306  2.561531  0.568642
C  1.948580  1.368332  1.546614
C  0.957716  0.350109  0.982028
O  1.005882  -0.769429  1.871621
C  -0.170285  -1.582790  2.082195
N  3.280171  0.586384  1.690892
H  3.983053  1.214822  2.052646
H  3.107120  -0.197281  2.331602
H  3.568536  0.227712  0.685267
H  2.648609  3.367580  0.968089
H  1.072279  2.946763  0.274285
H  2.521322  2.291269  -0.396915
H  1.650852  1.599707  2.606515
H  1.292786  0.014664  0.027491
H  -0.060830  0.717990  0.981983
H  0.163271  -2.389589  2.721545
H  -0.601994  -1.941632  1.155847
H  -0.975995  -0.985025  2.584848
C  4.919387  4.875447  7.872871
C  5.830035  4.174044  6.935440
C  5.765819  2.661839  7.083522
O  4.645617  2.225964  6.343696
C  4.693246  0.834951  6.200464
N  5.335594  4.535516  5.565492
H  4.569501  3.896152  5.370072
H  5.005940  5.507941  5.368369
H  5.954024  4.196003  4.830237
H  3.904871  4.514932  7.664099
H  5.062672  5.959302  7.728768
H  5.077658  4.641269  8.906021
H  6.797163  4.672488  7.121682
H  5.738298  2.461575  8.150681
H  6.703876  2.235758  6.746746
H  5.438307  0.583129  5.403457
H  3.705801  0.528178  5.838388
H  4.983259  0.381828  7.122790
C  -4.015914  5.758588  2.693333
C  -2.667047  5.988501  3.297756
C  -2.654073  6.153838  4.771230
O  -1.353701  5.879198  5.278739
C  -1.442053  5.705073  6.737745
N  -1.879764  4.773193  2.961846
H  -1.093056  4.691592  3.600301
H  -2.455111  3.956508  2.905467
H  -1.579247  4.784493  1.980686
H  -4.583101  6.714669  2.742955
H  -4.639847  5.011413  3.216965
H  -3.929061  5.481549  1.618869
H  -2.150663  6.852088  2.751679
H  -3.440122  5.473601  5.068136
H  -2.853126  7.205784  5.005577
H  -2.093953  4.861584  7.003202
H  -1.673696  6.654200  7.287698
H  -0.491414  5.458688  7.124689
C  -8.686397  2.583577  -0.784447
C  -8.690819  2.447003  0.704935
C  -9.911339  1.677330  1.241669
C  -9.796258  1.311732  2.723077
C  -8.549037  0.411729  2.818998
C  -7.138695  1.111663  2.430276
N  -7.360856  1.645972  1.064443
O  -6.627398  1.438417  0.255975
C  -5.989807  0.141782  2.321455
C  -6.813472  2.141648  3.486795
C  -8.497539  3.770919  1.407395
H  -8.700149  1.624308  -1.359223
H  -7.914056  3.215191  -1.167034
H  -9.634661  3.026415  -1.133099
H  -10.221709  0.846503  0.582789
H  -10.703342  2.440038  1.030166
H  -10.667420  0.674227  3.000066
H  -9.820650  2.150576  3.411818
H  -8.667552  -0.491534  2.242793
H  -8.464224  0.135088  3.905410
H  -5.034807  0.571685  2.092565
H  -6.001866  -0.681467  1.633787
H  -5.946443  -0.272190  3.315455
H  -6.887096  1.501379  4.384373
H  -7.576053  2.884194  3.578760
H  -5.807112  2.594669  3.333008
H  -9.325915  4.391303  1.010899
H  -7.502648  4.198983  1.211379
H  -8.689553  3.734019  2.492179
C  2.113775  -3.731680  -2.516121
C  2.095978  -4.746663  -1.341148
C  0.847256  -4.754534  -0.507170
C  0.594755  -5.996364  0.346321
C  0.340798  -7.123863  -0.710980
C  1.605051  -7.434593  -1.605206
N  2.216716  -6.187690  -2.007654
O  2.935549  -6.140945  -3.041049
C  1.137557  -8.228713  -2.805285
C  2.645829  -8.211022  -0.762520
C  3.373508  -4.513182  -0.489919
H  1.188875  -3.718707  -3.144498
H  3.029569  -3.565276  -3.073597
H  1.962102  -2.726625  -2.087953
H  -0.014749  -4.649970  -1.233315
H  0.812376  -3.827656  0.106300
H  -0.411456  -5.811361  0.840156
H  1.361637  -6.166526  1.063805
H  -0.510213  -6.791606  -1.224109
H  0.148921  -8.116061  -0.305045
H  0.543553  -9.176973  -2.543058
H  1.992378  -8.510202  -3.387456
H  0.472791  -7.713750  -3.466482
H  2.243282  -9.212078  -0.788058
H  2.750912  -7.832479  0.239792
H  3.630274  -8.346067  -1.224348
H  3.397669  -5.287402  0.239623
H  3.330241  -3.498734  -0.068897
H  4.269530  -4.639691  -1.185837
C  -3.405271  2.069859  -9.962458
C  -2.839054  3.391385  -9.780506
C  -3.653217  4.663651  -9.422633
C  -3.040192  5.861867  -8.800653
C  -2.623000  5.602041  -7.327882
C  -1.428475  4.706599  -7.007153
N  -1.822951  3.223212  -8.219085
O  -1.440891  2.115650  -7.977353
C  -1.519013  3.825487  -5.797979
C  -0.142650  5.021585  -7.674389
C  -1.690368  3.827468  -10.752310
H  -2.687103  1.197499  -10.243417
H  -4.170183  2.110618  -10.781149
H  -3.947315  1.848208  -9.067357
H  -4.373354  4.251797  -8.742011
H  -4.153492  4.922377  -10.399895
H  -3.850258  6.666276  -8.694946
H  -2.199425  6.413493  -9.278790
H  -3.524889  5.167510  -6.866441
H  -2.476353  6.603082  -6.734083
H  -2.530544  3.306010  -5.725046
H  -1.377841  4.603390  -4.947342
H  -0.659848  3.066808  -5.663925
H  -0.344859  5.207737  -8.752556
H  0.503227  4.142911  -7.649738
H  0.464786  5.928453  -7.258590
H  -0.810479  3.293321  -10.347688
H  -1.418761  4.878480  -10.807953
H  -1.807764  3.406384  -11.786831
C  -1.877899  0.511090  9.626582
C  -1.285059  -0.121395  8.295341
C  -1.994809  -1.451990  7.880106
C  -1.945310  -1.830177  6.393658
C  -2.342947  -0.625341  5.550276
C  -1.519245  0.578721  5.677457
N  -1.312478  0.891333  7.181755
O  -1.139157  2.059917  7.470198
C  -2.175609  1.791977  5.194582
C  -0.161661  0.434724  5.034428
C  0.294818  -0.400228  8.448411
H  -2.876611  0.915338  9.556812
H  -1.212636  1.256584  9.920805
H  -1.780975  -0.316237  10.334112
H  -3.078521  -1.347863  8.108159
H  -1.622612  -2.280254  8.488486
H  -2.641782  -2.660095  6.208429
H  -1.013826  -2.243164  6.042041
H  -3.415305  -0.494860  5.652703
H  -2.250448  -0.849566  4.470264
H  -1.426171  2.577939  5.252971
H  -3.039150  2.187014  5.711036
H  -2.332945  1.733605  4.128142
H  0.450080  1.301328  5.214629
H  -0.351102  0.369977  3.927625
H  0.442218  -0.477725  5.217039
H  0.590162  -1.077557  7.662103
H  0.410626  -0.859246  9.444971
H  0.854163  0.542882  8.454389
C  5.766399  -2.673231  -9.867214
C  6.155415  -2.282464  -8.429403
C  5.996490  -0.798313  -8.301458
C  6.066334  -0.401411  -6.835682
C  4.867332  -1.002814  -6.166233
C  4.789497  -2.533879  -6.141209
N  5.182245  -3.014375  -7.431795
O  4.759592  -3.992912  -7.870875
C  3.410358  -3.027737  -5.958398
C  5.710444  -3.114705  -5.099201
C  7.548908  -2.799001  -8.070038
H  4.786148  -2.462265  -10.224759
H  6.119274  -3.659513  -10.089920
H  6.432682  -2.069351  -10.445038
H  4.981815  -0.458391  -8.630170
H  6.768660  -0.228962  -8.842602
H  6.119292  0.720543  -6.696048
H  6.970257  -0.763495  -6.343977
H  3.976743  -0.599948  -6.654768
H  4.768359  -0.683091  -5.113188
H  2.988484  -2.397679  -5.165829
H  3.443701  -4.037326  -5.578192
H  2.756488  -2.863724  -6.828162
H  5.568719  -2.688831  -4.095292
H  6.763025  -2.978118  -5.331490
H  5.592834  -4.138656  -4.925156
H  7.935323  -2.374650  -7.151728
H  8.250956  -2.589415  -8.876009
H  7.542259  -3.849210  -7.878227
C  -5.762437  -4.069603  -0.032354
C  -4.960800  -4.586822  -1.244728
C  -5.957265  -4.801381  -2.401400
C  -6.669165  -3.494591  -2.843160
C  -5.681756  -2.429079  -3.208024
C  -4.638079  -2.041868  -2.169038
N  -4.134876  -3.378143  -1.586228
O  -2.854237  -3.499598  -1.402254
C  -5.189638  -1.240945  -1.036129
C  -3.488584  -1.213246  -2.761024
C  -4.063674  -5.740471  -0.871805
H  -6.519633  -3.366890  -0.242050
H  -5.170777  -3.685907  0.782998
H  -6.237546  -4.959202  0.490949
H  -6.751084  -5.500648  -2.014666
H  -5.515956  -5.391504  -3.236864
H  -7.301231  -3.187310  -2.017088
H  -7.286303  -3.655152  -3.726027
H  -6.263289  -1.494938  -3.322085
H  -5.236640  -2.617603  -4.169680
H  -4.608463  -1.277235  -0.125627
H  -6.214412  -1.399896  -0.800390
H  -5.218932  -0.235794  -1.444811
H  -2.947368  -0.789064  -1.956762
H  -3.922574  -0.427352  -3.355616
H  -2.829449  -1.754576  -3.415168
H  -3.402130  -5.594575  0.004004
H  -3.451970  -6.069977  -1.742534
H  -4.777055  -6.546904  -0.606180
B  1.636510  3.821943  4.934595
F  0.956263  3.851534  6.207484
F  2.267367  2.588676  4.577285
F  0.619176  3.915964  3.914095
F  2.628687  4.787135  4.789201
B  -3.367673  2.363478  1.043789
F  -4.551122  3.000239  0.695496
F  -3.448573  2.198378  2.514745
F  -3.247941  1.140255  0.400769
F  -2.240051  3.217013  0.742358
B  2.821921  -3.040196  3.639742
F  3.484539  -1.748883  3.512192
F  3.613944  -3.892911  4.418315
F  1.574112  -2.778421  4.264456
F  2.477102  -3.673130  2.409645
B  3.701140  -0.311903  -2.504824
F  4.837879  0.218336  -3.135468
F  2.546340  0.079609  -3.039305
F  3.783350  -1.687721  -2.687135
F  3.787051  0.072028  -1.122693
B  -2.476084  -4.160122  2.581770
F  -2.047340  -3.223462  3.565323
F  -3.860423  -4.462723  2.919455
F  -2.404626  -3.552461  1.259510
F  -1.719300  -5.285304  2.567444

Cartesian forces, eV/Å:
C -0.4280 -0.5800 0.4746
C -0.0666 0.7486 1.0922
C -0.1632 2.5868 1.1004
O 0.7690 -1.1070 -0.7506
C -0.5630 -1.5988 -1.9627
N -1.5390 -0.8592 0.5007
H 0.2001 -0.1215 -0.1221
H 0.4071 1.0149 -1.0085
H 0.6572 -0.0807 0.3888
H -0.0840 0.2207 0.1913
H -0.3304 -0.3693 -0.9066
H 0.5712 0.5657 0.0932
H -0.0389 0.0007 -0.1973
H 0.1308 -1.0737 -0.1309
H 0.6077 -0.1375 0.1539
H -0.1047 0.1372 0.2366
H 0.2812 -0.2040 0.1175
H -0.2840 1.0144 0.6715
C -0.4884 1.6541 -0.3207
C -2.0225 -2.5729 0.0029
C -0.3120 1.3517 0.8624
O 0.1436 0.5849 -1.7374
C 0.9096 0.8080 0.1417
N 1.1998 0.5179 0.7045
H 0.5369 -0.4012 -0.3335
H 0.5445 0.1971 0.2862
H 0.1466 0.5199 -0.6664
H 0.6083 -0.6085 0.5320
H -0.2566 0.1050 0.2551
H -0.0204 -0.8553 -0.7398
H 0.5643 1.0515 0.4576
H -0.1195 -1.0656 -0.8052
H -1.1786 -0.2819 0.3229
H 0.2142 -0.2042 0.3630
H -0.0055 -0.5535 0.1019
H -0.2811 -0.1230 0.5217
C 0.8721 -0.5019 -0.1826
C -0.5892 -0.3032 -0.0610
C -0.0898 -1.0190 1.9869
O 0.0960 -0.1342 0.1675
C -0.0516 1.3195 0.0660
N -0.8007 0.2647 -2.5947
H 0.3251 -0.0626 0.1312
H 0.1555 -0.3956 0.0831
H -0.4261 0.6416 2.0422
H -0.0379 0.2875 0.2685
H -0.1939 -0.0639 0.4687
H -0.1424 -0.3190 0.5754
H 0.3494 0.2243 -1.1567
H 0.0107 -0.0252 -1.1799
H -0.1815 0.5569 -0.3523
H -0.2363 -0.0195 -0.0522
H 0.0906 -0.1909 -0.3076
H 0.6102 -0.4822 -0.3169
C -1.3523 0.5588 -0.1026
C 0.5057 1.1938 0.6097
C 0.6759 0.9411 -0.3452
O 0.5672 0.6977 0.8343
C -0.1628 -0.4531 -1.9438
N 0.2252 -0.2197 -1.2164
H -1.1990 -0.0300 0.3439
H 0.4643 -0.9009 0.5187
H 0.6613 0.6547 0.0036
H -0.1628 0.6103 0.0267
H -0.5773 -0.3200 0.2390
H 0.5396 -0.1226 0.5170
H 0.0927 -0.9506 -0.6135
H -0.4533 -0.2964 0.2136
H 0.1658 -0.4659 -0.5100
H -0.3924 -0.0810 0.6340
H 0.2500 -0.1604 0.3023
H -0.0251 -0.6105 0.6177
C -1.4888 1.1692 -0.6348
C 1.1798 0.8526 -2.1998
C 0.7481 1.0145 0.1707
O -0.9508 -0.6140 1.4652
C -0.2558 0.8483 -0.3265
N 0.5691 0.6492 -1.0867
H 0.7104 -0.4623 0.2914
H -0.6292 -1.1320 0.7964
H 0.3785 0.2655 0.2820
H 0.2181 -0.6038 -0.1297
H 0.5334 0.1001 -0.1496
H -0.1132 0.1197 0.7164
H -0.6027 -1.1163 0.8688
H -0.1287 -0.2256 1.2195
H -0.6997 -0.2630 0.1242
H -0.2374 0.4535 -0.1955
H -0.5089 -0.6888 -0.8338
H 1.2724 -0.4358 -0.1813
C -1.3496 -0.7379 -1.3850
C 0.8531 -1.0946 0.5349
C -1.0113 1.5760 -0.4837
C -0.2190 -1.5045 -1.1424
C 0.9173 0.9246 1.7838
C -1.3625 -1.2713 -0.2284
N -5.5662 1.9458 4.3745
O 4.7253 -1.4378 -5.2467
C 0.2388 -0.4571 0.8701
C 0.6314 -0.2462 0.3098
C -0.9119 0.8022 0.2803
H 0.3790 0.4738 0.7649
H 0.6665 0.3218 -0.1162
H 0.2317 0.1255 0.5411
H 0.5808 0.0229 0.4446
H 0.2296 -0.5974 0.4964
H 0.5402 0.4706 -0.1642
H 0.2631 0.1268 -0.0871
H -0.1149 -0.3106 -0.2739
H 0.3049 -0.0885 -1.0536
H 0.3338 0.8057 0.2193
H -1.0203 -0.4525 -0.4571
H 0.3636 -0.4204 0.3636
H 0.5669 0.7143 -0.0485
H -0.1367 0.3963 0.1904
H -0.7200 -0.4052 0.2463
H 0.7479 0.1285 0.0646
H -0.4674 0.0764 -0.0229
H 0.1598 -0.0247 -0.7027
C -1.9261 1.0180 0.5695
C 0.8663 0.3120 -0.6650
C -1.5119 1.1592 -0.2342
C -2.3055 0.0065 -1.5542
C 2.6534 -0.2413 1.8490
C -1.9248 -0.0603 0.9899
N 3.5795 2.5044 -4.5703
O -2.8501 -1.0968 3.9494
C -0.2368 -1.7499 -0.1485
C 0.1733 -0.3753 -0.7713
C 0.5638 -0.4702 -2.1535
H 0.7735 -0.9261 0.0518
H -0.1396 -0.8276 0.0866
H 0.2580 -0.5037 0.5443
H 0.6242 -0.0881 0.7840
H 0.2530 -0.5467 -0.3208
H 1.4493 -0.2910 -0.0931
H 0.5347 -0.2804 0.6490
H -1.0271 0.1604 -1.3529
H -0.3368 0.1351 0.3660
H 1.1743 1.3998 0.1595
H 0.3910 -0.4625 -0.4186
H -0.3677 0.8393 -0.2236
H -0.2135 -0.3754 0.5654
H -0.0491 0.0799 0.3152
H -0.1788 0.5486 -0.1479
H 0.3215 -0.2346 1.0361
H 0.0112 -0.5420 -0.0501
H -1.0234 0.3746 1.0422
C -0.3712 -1.7917 -1.3449
C 3.8129 3.6960 0.1519
C -0.9614 -2.2210 -1.8575
C 0.8172 2.4571 1.6015
C -0.4870 1.0516 1.5330
C -1.3489 -2.1086 -1.8733
N -0.5434 -1.7641 -0.7971
O -0.6953 2.7198 -0.2822
C 0.8321 0.7161 1.9655
C 1.6097 1.3165 -0.2531
C 0.5276 -2.1649 0.0318
H -1.0133 1.8575 0.6189
H 0.6130 0.0821 0.5179
H -0.4789 -0.6631 0.5284
H -1.1040 0.3531 0.3658
H 0.2162 -0.1797 0.9969
H 0.9976 -1.1886 -0.3707
H -0.6323 -0.7626 -0.3628
H 0.3699 -0.0013 0.1964
H -0.0064 -1.6574 -1.1883
H 1.3749 0.8948 0.0981
H -0.4909 -1.4402 -0.8541
H -1.3941 1.2718 -0.5107
H 0.2250 0.2631 0.7740
H 0.1772 0.1430 0.2247
H -1.3628 -1.5352 -0.5347
H 0.0020 0.2398 -0.6056
H -0.5210 0.0548 0.1293
H -0.2461 0.4688 0.9355
C 0.7942 -1.9476 -1.6821
C 0.4650 -0.4947 0.3652
C -0.8647 0.4387 -0.2633
C -0.0888 0.0728 -0.0844
C -0.9018 -2.2183 -1.3566
C 0.2266 -0.0544 1.7371
N 0.3950 2.4049 1.0427
O -0.3351 -2.8517 -0.2093
C 0.6741 2.2835 -1.4061
C 0.8446 -0.7963 -1.4288
C -1.4497 0.5408 0.7973
H -0.3071 -0.2224 -0.1917
H 0.9770 1.4030 0.6962
H -0.4438 0.2116 0.0938
H 0.6101 0.0260 0.1573
H 0.0863 0.3097 0.1501
H 0.0015 0.3812 0.0963
H 0.7234 0.0636 0.1279
H -0.2124 0.6772 0.4182
H -0.0471 -0.3676 0.4243
H 0.0379 0.3983 0.0815
H -0.4474 -0.5249 0.1947
H -0.5052 -0.4596 -0.1195
H 0.2609 0.3606 0.0950
H 0.1074 0.2929 1.0164
H -0.6489 0.3334 0.3599
H 0.3528 -0.0964 -0.1538
H -0.0057 0.0063 -0.5151
H -0.0766 -0.2690 -0.1771
C 1.6007 -0.3350 0.8704
C -0.3146 -0.0690 -0.9030
C -0.2646 1.6667 1.1077
C 0.5093 1.0126 0.4437
C -0.8512 0.7928 1.2358
C 0.0716 1.3158 0.6464
N 2.3281 1.5638 -2.3942
O -1.2388 -2.4911 -0.3049
C -1.7166 0.6653 1.1789
C 1.4615 0.9078 1.0113
C 0.0512 0.3984 0.2188
H -0.9293 -0.0153 0.2242
H -0.3968 -0.8170 -0.1530
H 0.4036 0.6497 -0.5294
H 0.8498 -0.3753 -0.2748
H -0.2943 -0.6406 -0.2493
H -0.3896 -1.2272 -0.2139
H 0.1554 -0.0011 -0.1354
H -0.1718 -0.1775 -0.1173
H 0.1618 -0.1653 -0.3993
H 0.0002 -0.2034 0.0546
H -0.4748 -0.4072 -0.3218
H 0.3378 -0.4042 0.1866
H -0.3494 0.4851 -0.5431
H 0.1045 0.2044 -0.1049
H -0.4477 -1.8356 -0.2910
H 0.0696 0.3882 0.0186
H -0.1226 0.0322 -0.0356
H -0.0664 -0.9272 -0.2672
C -0.1493 -2.1936 1.9148
C -0.4648 1.4283 0.4789
C -1.0992 -1.2198 -0.4570
C 0.7147 -1.1652 0.2934
C -0.7658 1.6291 0.0462
C 0.6106 -1.2521 -0.3179
N 7.4971 -0.6551 0.3212
O -6.7156 0.9370 -1.0799
C -0.5192 1.1150 0.1882
C -0.5096 -1.1000 -0.1050
C -0.0357 -1.0255 -0.2340
H -0.7692 0.5352 -0.4605
H 0.7744 0.2755 0.0641
H 0.3725 0.8017 -0.9952
H 0.8050 0.6098 -0.1318
H 0.0561 0.7458 0.3832
H -0.2695 0.1908 -0.1401
H -0.1612 -0.2752 0.2042
H 0.2682 -0.2041 -0.2617
H 0.4362 -0.2524 -0.3362
H 0.3734 0.1323 0.0433
H -0.8596 -0.7369 0.1951
H 0.3659 0.4082 0.3313
H 0.7822 0.5384 0.6782
H -0.3831 0.3570 -0.0718
H 0.2687 -0.4935 -0.1710
H -0.5034 0.3613 -0.4796
H -0.4413 0.1773 0.5548
H 0.5132 0.2170 -0.2274
B -1.1114 -0.7999 -0.3820
F 1.3409 -0.3130 -1.4501
F 0.0560 -0.1078 0.9330
F 0.0867 0.5671 0.2878
F -0.1408 0.4318 0.3732
B 0.2535 0.2943 0.5229
F -0.1679 0.2262 -0.2106
F 0.4654 0.2366 -1.2747
F 0.1108 0.1718 0.3243
F -0.6940 -0.6461 0.3330
B -1.1937 1.1098 -0.4665
F -0.2431 -1.1177 -0.3840
F 0.0082 -0.1021 -0.0006
F 0.5586 -0.2223 0.4983
F 0.8841 0.4433 0.4169
B 2.0423 -0.1975 0.3452
F 0.0254 0.5330 -0.1752
F -1.9459 1.1903 -0.7399
F 0.5216 -0.7403 0.4714
F -0.2394 -0.2455 0.3141
B -1.8210 1.3164 0.5026
F 0.1100 -0.3320 -0.5574
F 1.1490 0.2118 -0.8449
F -0.2914 -0.2435 0.6711
F 0.6543 -0.9143 0.0760

* calculated total energy: -176068.417 eV
* HOMO energy: -17.8 eV
* orbital gap: 0.2445 Ha
* F_max: 0.1465 hartree/bohr
* net charge: +6